Formula: C5H10S3
Source: the Open Molecules 2025 dataset
Level of theory: ωB97M-V/def2-TZVPD

Properties
LUMO (spin up / spin down)	0.031 / 0.033	eV
energy relative to the best compared isomer or geometry (same formula, charge and spin)	81.96	kcal per mole
HOMO (spin up / spin down)	-7.23 / -7.23	eV

```
! RIJCOSX wB97M-V def2-TZVPD def2/J DEFGRID3
* xyz 0 1
C -1.75 1.04 -0.50
C 0.23 -0.81 -0.35
C -3.07 1.68 -1.01
C 1.77 -0.90 1.58
C 1.11 0.01 0.44
S -1.28 -0.45 -0.95
S 0.77 -2.36 -1.09
S 2.63 0.67 -0.54
H -1.07 1.71 0.15
H -2.63 2.49 -1.54
H -3.77 2.09 -0.31
H -3.63 1.01 -1.73
H 2.66 -0.41 2.06
H 2.02 -1.89 1.33
H 0.84 -1.06 2.21
H 0.71 0.79 1.03
H 1.04 -3.08 -0.07
H 3.43 -0.54 -0.70
*
```